Record 1
The following is a DFT calculation (the ωB97M-V functional and the def2-TZVPD basis) of a structure of composition C18H28NO4P2Pd.

```
! wB97M-V def2-TZVPD RIJCOSX def2/J DEFGRID3
* xyz 1 3
Pd -0.19 -0.07 0.08
P 1.05 -0.25 1.94
C 2.37 1.02 1.80
C 2.74 1.28 0.36
N 1.78 1.07 -0.55
C 1.93 1.40 -1.83
C 3.15 1.96 -2.27
C 4.17 2.20 -1.34
C 3.95 1.87 -0.01
C 0.77 1.20 -2.78
P -0.81 1.13 -1.84
H 4.71 2.02 0.77
H 3.24 2.22 -3.31
H 5.11 2.63 -1.66
H 0.72 2.02 -3.51
H 0.86 0.24 -3.33
H 1.89 1.91 2.17
H 3.21 0.93 2.50
H 0.20 3.32 2.33
O 1.13 3.60 2.33
H 1.28 4.10 3.14
H -1.12 1.83 1.16
O -1.40 2.57 1.74
H -1.79 3.26 1.18
C -1.35 2.86 -1.71
H -1.40 3.30 -2.72
H -2.35 2.86 -1.25
H -0.64 3.42 -1.08
C -1.96 0.29 -2.97
H -2.95 0.27 -2.49
H -2.01 0.82 -3.93
H -1.61 -0.75 -3.11
C 1.76 -1.90 2.02
H 2.48 -2.01 2.83
H 0.90 -2.56 2.17
H 2.20 -2.15 1.05
C 0.29 0.02 3.55
H -0.40 -0.81 3.70
H 1.04 0.02 4.35
H -0.28 0.96 3.57
O 0.73 -3.81 -0.64
C -0.08 -2.90 -0.81
O 0.22 -1.71 -1.26
C -1.53 -3.20 -0.47
C -2.53 -2.22 -0.39
C -3.84 -2.56 -0.01
C -4.14 -3.89 0.28
C -3.16 -4.89 0.20
C -1.86 -4.55 -0.17
H -2.26 -1.17 -0.61
H -4.60 -1.78 0.04
H -5.15 -4.17 0.56
H -3.38 -5.93 0.42
H -1.08 -5.31 -0.21
*
```

Properties
Expectation value of S²: 2.010
HOMO (spin up / spin down), eV: -11.6 / -11.6
Energy, eV: -50852.6464
Maximum force, eV/A: 1.591
LUMO energy (spin up / spin down), eV: -2.6 / -5.5
Kohn-Sham gap (spin up / spin down), Ha: 0.32910 / 0.22329

Need the natural (NBO) charges? In units of e they are:
1. Pd 0.70
2. P 0.95
3. C -0.80
4. C 0.26
5. N -0.48
6. C 0.24
7. C -0.23
8. C -0.12
9. C -0.23
10. C -0.76
11. P 0.94
12. H 0.24
13. H 0.24
14. H 0.24
15. H 0.25
16. H 0.29
17. H 0.32
18. H 0.26
19. H 0.50
20. O -0.97
21. H 0.49
22. H 0.46
23. O -0.94
24. H 0.49
25. C -0.96
26. H 0.25
27. H 0.25
28. H 0.26
29. C -0.95
30. H 0.25
31. H 0.25
32. H 0.28
33. C -0.96
34. H 0.25
35. H 0.26
36. H 0.28
37. C -0.95
38. H 0.26
39. H 0.25
40. H 0.26
41. O -0.59
42. C 0.74
43. O -0.73
44. C -0.11
45. C -0.23
46. C -0.21
47. C -0.19
48. C -0.20
49. C -0.19
50. H 0.18
51. H 0.22
52. H 0.23
53. H 0.23
54. H 0.25

Record 2
The following is a DFT calculation (the ωB97M-V functional and the def2-TZVPD basis) of the molecule C15H14F2N2O3S.

```
! wB97M-V def2-TZVPD RIJCOSX def2/J DEFGRID3
* xyz 0 1
C -2.00 -2.19 1.52
N -1.75 -1.11 0.60
S -1.06 -1.62 -0.86
O 0.11 -2.35 -0.50
O -0.95 -0.50 -1.73
C -2.28 -2.76 -1.56
H -3.25 -2.26 -1.56
H -1.97 -2.95 -2.58
H -2.29 -3.68 -0.99
C -2.61 0.01 0.56
C -3.96 -0.12 0.88
C -4.80 0.98 0.81
C -4.32 2.20 0.40
C -2.98 2.33 0.08
C -2.10 1.26 0.18
C -0.67 1.56 -0.17
O -0.40 2.49 -0.91
N 0.25 0.82 0.50
C 1.62 0.75 0.27
C 2.30 1.66 -0.54
C 3.67 1.55 -0.72
C 4.37 0.54 -0.09
C 3.70 -0.37 0.72
C 2.34 -0.27 0.90
H 1.83 -1.00 1.51
F 4.37 -1.36 1.34
F 5.71 0.44 -0.26
H 4.20 2.24 -1.34
H 1.75 2.44 -1.03
H -0.11 0.05 1.06
H -2.58 3.28 -0.24
H -4.98 3.06 0.33
H -5.85 0.86 1.07
H -4.35 -1.07 1.18
H -1.12 -2.84 1.49
H -2.11 -1.79 2.53
H -2.89 -2.78 1.28
*
```

Properties
Energy above the lowest of the compared OMol25 structures with the same formula, charge and spin, eV: 0.855
HOMO, eV: -8.2
Structure (SMILES): CN(c1ccccc1C(=O)Nc1ccc(F)c(F)c1)S(C)(=O)=O
Energy, eV: -41174.9549
Maximum force, eV/A: 0.960
LUMO energy, eV: 0.3
Kohn-Sham gap, Ha: 0.31315

Need the natural (NBO) charges? In units of e they are:
1. C -0.43
2. N -0.73
3. S 2.32
4. O -0.94
5. O -0.92
6. C -0.87
7. H 0.24
8. H 0.26
9. H 0.24
10. C 0.22
11. C -0.26
12. C -0.19
13. C -0.22
14. C -0.14
15. C -0.17
16. C 0.70
17. O -0.60
18. N -0.61
19. C 0.17
20. C -0.25
21. C -0.25
22. C 0.29
23. C 0.39
24. C -0.31
25. H 0.22
26. F -0.32
27. F -0.31
28. H 0.23
29. H 0.26
30. H 0.41
31. H 0.24
32. H 0.22
33. H 0.22
34. H 0.21
35. H 0.24
36. H 0.22
37. H 0.18

Record 3
The following is a DFT calculation (the ωB97M-V functional and the def2-TZVPD basis) of the molecule C19H24N2O6S.

```
! wB97M-V def2-TZVPD RIJCOSX def2/J DEFGRID3
* xyz 0 1
C 3.57 -1.68 -3.08
C 3.48 -0.25 -2.55
H 4.46 0.24 -2.59
O 2.94 -0.18 -1.25
C 3.75 -0.44 -0.17
C 5.08 -0.81 -0.23
C 5.79 -1.06 0.94
C 5.17 -0.94 2.17
C 3.85 -0.55 2.24
C 3.12 -0.30 1.08
N 1.78 0.11 1.10
S 1.46 1.62 0.43
O 2.69 2.28 0.10
O 0.57 2.30 1.34
C 0.52 1.29 -1.09
H 0.42 0.22 -1.20
H 1.07 1.72 -1.91
H -0.45 1.76 -0.97
C 0.89 -0.34 2.14
H 0.69 0.46 2.86
H 1.34 -1.20 2.64
C -0.44 -0.83 1.53
O -0.65 -2.01 1.33
N -1.29 0.18 1.25
C -2.58 0.10 0.71
C -3.32 -1.07 0.69
C -4.62 -1.09 0.19
C -5.17 0.09 -0.30
C -4.43 1.26 -0.30
C -3.14 1.28 0.19
O -2.32 2.38 0.21
C -2.87 3.64 -0.09
H -2.08 4.36 0.11
H -3.18 3.71 -1.14
H -3.73 3.87 0.56
H -4.88 2.16 -0.69
H -6.17 0.11 -0.70
O -5.25 -2.29 0.23
C -6.56 -2.38 -0.26
H -6.62 -2.12 -1.32
H -6.86 -3.42 -0.12
H -7.24 -1.73 0.31
H -2.89 -1.99 1.07
H -0.94 1.13 1.37
H 3.37 -0.43 3.20
H 5.72 -1.14 3.08
H 6.82 -1.36 0.87
H 5.59 -0.91 -1.17
H 2.79 0.33 -3.17
H 3.93 -1.67 -4.10
H 4.23 -2.28 -2.47
H 2.58 -2.14 -3.06
*
```

Properties
Energy above the lowest of the compared OMol25 structures with the same formula, charge and spin, eV: 1.455
HOMO, eV: -7.9
Structure (SMILES): CCOc1ccccc1N(CC(=O)Nc1cc(OC)ccc1OC)S(C)(=O)=O
Energy, eV: -46191.8625
Maximum force, eV/A: 0.807
LUMO energy, eV: 0.7
Kohn-Sham gap, Ha: 0.31546

Need the natural (NBO) charges? In units of e they are:
1. C -0.64
2. C -0.06
3. H 0.18
4. O -0.52
5. C 0.29
6. C -0.28
7. C -0.20
8. C -0.23
9. C -0.23
10. C 0.18
11. N -0.70
12. S 2.31
13. O -0.92
14. O -0.97
15. C -0.87
16. H 0.26
17. H 0.25
18. H 0.26
19. C -0.31
20. H 0.22
21. H 0.24
22. C 0.68
23. O -0.60
24. N -0.64
25. C 0.11
26. C -0.26
27. C 0.30
28. C -0.31
29. C -0.28
30. C 0.31
31. O -0.53
32. C -0.25
33. H 0.21
34. H 0.17
35. H 0.18
36. H 0.22
37. H 0.22
38. O -0.49
39. C -0.25
40. H 0.17
41. H 0.20
42. H 0.17
43. H 0.26
44. H 0.45
45. H 0.22
46. H 0.22
47. H 0.22
48. H 0.22
49. H 0.19
50. H 0.22
51. H 0.21
52. H 0.22

Record 4
The following is a DFT calculation (the ωB97M-V functional and the def2-TZVPD basis) of a cluster of 2 separate species, C3H6N3P in total.

```
! wB97M-V def2-TZVPD RIJCOSX def2/J DEFGRID3
* xyz 0 1
C 1.39 0.09 -0.04
C 0.81 0.67 -1.15
C 0.79 -1.17 0.25
N -0.25 -0.02 -1.57
N -0.19 -1.14 -0.73
N -1.36 0.93 1.32
P -2.13 -0.45 1.48
H 2.30 0.52 0.27
H 1.05 1.58 -1.76
H -1.07 -1.72 -0.76
H -0.43 1.01 0.96
H -1.87 1.63 0.85
H 0.96 -1.93 0.89
*
```

Properties
Energy above the lowest of the compared OMol25 structures with the same formula, charge and spin, eV: 3.417
HOMO (spin up / spin down), eV: -7.0 / -7.0
Energy, eV: -16963.9412
Maximum force, eV/A: 8.050
LUMO energy (spin up / spin down), eV: -0.2 / -0.2
Kohn-Sham gap (spin up / spin down), Ha: 0.25017 / 0.24912

Need the natural (NBO) charges? In units of e they are:
1. C -0.38
2. C -0.08
3. C -0.02
4. N -0.26
5. N -0.36
6. N -1.12
7. P 0.33
8. H 0.23
9. H 0.23
10. H 0.42
11. H 0.40
12. H 0.38
13. H 0.23

Record 5
The following is a DFT calculation (the ωB97M-V functional and the def2-TZVPD basis) of the molecule C3H6N2O.

```
! wB97M-V def2-TZVPD RIJCOSX def2/J DEFGRID3
* xyz 0 1
C 0.71 0.72 -0.08
C -1.20 -0.38 0.70
C -1.38 -0.05 -0.66
H 3.22 -0.92 -0.04
H 0.31 1.60 0.16
H -0.93 0.47 1.39
H -1.50 -1.27 1.25
H -1.55 1.03 -0.88
H -1.93 -0.46 -1.54
N 2.01 0.49 0.16
N -0.05 -0.51 -0.23
O 2.27 -0.72 -0.24
*
```

Properties
Energy above the lowest of the compared OMol25 structures with the same formula, charge and spin, eV: 5.486
HOMO, eV: -8.9
Structure (SMILES): O/N=C\N1CC1
Energy, eV: -8231.2130
Maximum force, eV/A: 8.667
LUMO energy, eV: 1.1
Kohn-Sham gap, Ha: 0.36604

Need the natural (NBO) charges? In units of e they are:
1. C 0.11
2. C -0.25
3. C -0.29
4. H 0.48
5. H 0.16
6. H 0.19
7. H 0.22
8. H 0.18
9. H 0.22
10. N -0.11
11. N -0.40
12. O -0.52

Record 6
The following is a DFT calculation (the ωB97M-V functional and the def2-TZVPD basis) of a structure of composition C4H4LuO.

```
! wB97M-V def2-TZVPD RIJCOSX def2/J DEFGRID3
* xyz 2 2
H -3.12 -2.19 -0.36
C -3.16 -1.09 -0.31
C -2.05 -0.42 -0.19
H -4.13 -0.59 -0.17
C -0.81 0.01 0.00
C -0.16 -0.26 1.25
O 0.82 -1.02 1.36
Lu 2.52 -1.67 2.95
H -0.24 0.48 -0.81
H -0.64 0.15 2.16
*
```

Properties
Expectation value of S²: 0.750
Energy above the lowest of the compared OMol25 structures with the same formula, charge and spin, eV: 0.000
HOMO (spin up / spin down), eV: -16.9 / -16.9
Energy, eV: -39857.7937
Maximum force, eV/A: 3.801
LUMO energy (spin up / spin down), eV: -10.3 / -11.3
Kohn-Sham gap (spin up / spin down), Ha: 0.24241 / 0.20687

Need the natural (NBO) charges? In units of e they are:
1. H 0.28
2. C -0.40
3. C 0.22
4. H 0.29
5. C -0.47
6. C 0.53
7. O -0.80
8. Lu 1.90
9. H 0.29
10. H 0.18